Entry 1:
C38H20Cl10N3P2Se2V as an isolated structure. Source: OMol25; level of theory: the ωB97M-V functional and the def2-TZVPD basis.

Last column: Mulliken spin population.
Positions of all 76 atoms, in Å:
V (-2.82685, -0.30205, -1.79588)  2.14
Cl (-3.58597, -2.95511, -0.02219)  0.01
C (-3.25001, -3.28770, -1.70064)  0.01
C (-2.94934, -2.20629, -2.51569)  -0.13
C (-2.50865, -2.53441, -3.79794)  0.06
Cl (-1.84183, -1.27097, -4.81953)  0.00
C (-2.47705, -3.83427, -4.28535)  -0.01
Cl (-1.95263, -4.16139, -5.89418)  0.00
C (-2.86845, -4.87914, -3.45301)  0.03
Cl (-2.87625, -6.49697, -4.04042)  0.00
C (-3.23318, -4.60834, -2.13912)  -0.02
Cl (-3.66279, -5.89100, -1.07274)  0.00
Cl (-4.03119, 0.63636, -3.66563)  -0.01
C (-5.32758, 0.34557, -2.48649)  -0.01
C (-4.86217, -0.16043, -1.29490)  -0.10
C (-5.84738, -0.27988, -0.31176)  0.03
Cl (-5.46672, -0.75484, 1.31757)  0.00
C (-7.19369, -0.00018, -0.58495)  -0.01
Cl (-8.39849, -0.20682, 0.62883)  0.00
C (-7.59118, 0.45642, -1.84528)  0.03
Cl (-9.24186, 0.79189, -2.18485)  0.00
C (-6.63052, 0.65729, -2.82369)  -0.03
Cl (-7.02088, 1.26517, -4.38301)  0.00
Se (2.52694, -3.11602, 1.43571)  0.00
P (2.67814, -1.23804, 0.51180)  0.00
C (4.05249, -1.04451, -0.66306)  0.00
C (3.90005, -0.76874, -2.01985)  0.00
C (5.02416, -0.62128, -2.82859)  0.00
C (6.29421, -0.75135, -2.29095)  0.00
C (6.44965, -1.02928, -0.93628)  0.00
C (5.33595, -1.17537, -0.12650)  0.00
C (3.01913, 0.11356, 1.67885)  0.00
C (3.40468, 1.36633, 1.20257)  0.00
C (3.76841, 2.37225, 2.08330)  0.00
C (3.78415, 2.11769, 3.45223)  0.00
C (3.42357, 0.86504, 3.92907)  0.00
C (3.03082, -0.13576, 3.04578)  0.00
C (1.17560, -0.90089, -0.46593)  0.01
C (-0.02423, -0.24549, -0.31174)  -0.05
N (-0.87385, -0.73279, -1.28205)  0.03
N (-0.17518, -1.63998, -1.99537)  0.00
N (1.01649, -1.76152, -1.51680)  0.00
P (-0.64542, 1.02361, 0.75955)  0.07
Se (-2.72848, 1.25742, 0.29963)  -0.01
C (-0.42437, 0.46717, 2.45041)  0.00
C (-0.76028, -0.86761, 2.69193)  0.00
C (-0.67681, -1.37624, 3.97573)  0.00
C (-0.28211, -0.55219, 5.02350)  0.00
C (0.05201, 0.77232, 4.78417)  0.00
C (-0.00427, 1.28506, 3.49484)  0.00
C (0.19842, 2.57755, 0.42308)  -0.01
C (1.07747, 2.67705, -0.64981)  0.00
C (1.63621, 3.90566, -0.97750)  0.00
C (1.31568, 5.03467, -0.23874)  0.00
C (0.41741, 4.94463, 0.81897)  0.00
C (-0.15250, 3.72367, 1.14142)  0.00
H (2.91454, -0.69647, -2.45302)  0.00
H (4.90032, -0.41737, -3.88531)  0.00
H (7.16597, -0.64009, -2.92521)  0.00
H (7.44083, -1.13863, -0.51377)  0.00
H (5.45816, -1.40369, 0.92684)  0.00
H (3.45556, 1.54481, 0.13553)  0.00
H (4.06401, 3.34257, 1.70260)  0.00
H (4.09230, 2.89523, 4.14254)  0.00
H (3.44652, 0.66098, 4.99318)  0.00
H (2.74831, -1.11969, 3.40309)  0.00
H (-1.07748, -1.51018, 1.87813)  0.00
H (-0.91578, -2.41650, 4.15604)  0.00
H (-0.22173, -0.95150, 6.02883)  0.00
H (0.37919, 1.40723, 5.59844)  0.00
H (0.30554, 2.30409, 3.31435)  0.00
H (1.33196, 1.79654, -1.22698)  0.00
H (2.31999, 3.97798, -1.81403)  0.00
H (1.75444, 5.99145, -0.49443)  0.00
H (0.14600, 5.83041, 1.37945)  0.00
H (-0.89813, 3.67332, 1.92520)  0.00

Energy above the lowest of the compared OMol25 structures with the same formula, charge and spin in kcal per mole: 7.9
HOMO-LUMO gap (alpha / beta) in eV: 7.20 / 7.53
E_LUMO (alpha / beta) in hartree: -0.033 / -0.021
Multiplicity: 3


Entry 2:
C38H23N6O6Os as an isolated structure. Source: OMol25; level of theory: the ωB97M-V functional and the def2-TZVPD basis.

Last column: Mulliken charge in e.
Positions of all 74 atoms, in Å:
Os (-0.28700, -0.22620, 1.36276)  0.74
N (-1.41171, 8.53036, -3.30088)  -0.48
C (-1.01025, 7.55817, -2.83860)  -0.15
C (-0.51658, 6.32867, -2.26366)  0.59
C (-1.14875, 5.78551, -1.14558)  -0.99
C (-0.68685, 4.59879, -0.60731)  0.19
C (0.40823, 3.94774, -1.16946)  -1.05
C (1.04295, 4.50219, -2.27251)  -0.23
C (0.58294, 5.68813, -2.82571)  -0.87
C (0.85900, 2.59751, -0.64024)  2.32
C (-0.51381, 1.44433, -2.51087)  -0.19
C (-0.69566, 0.02713, -2.98898)  -0.78
C (-1.91999, -0.62509, -2.45132)  -0.91
C (-0.57198, -0.80078, -1.76464)  -1.37
N (-1.51769, 0.55484, 0.09075)  -0.42
C (0.93433, 2.54342, 0.86841)  -1.22
C (1.43224, 3.49885, 1.66793)  -0.02
C (1.38080, 3.03179, 3.04460)  -1.23
C (0.85786, 1.80480, 3.03071)  -0.52
N (0.57702, 1.44685, 1.68954)  0.46
H (-1.99571, 6.29864, -0.70919)  0.47
H (-1.17960, 4.17095, 0.25822)  0.54
H (1.90032, 4.00115, -2.70837)  0.51
H (1.07584, 6.12361, -3.68468)  0.48
H (-0.28556, -0.24919, -3.95150)  0.43
H (-2.32863, -1.48632, -2.96465)  0.41
H (-0.08710, -1.76588, -1.71837)  0.74
H (1.81928, 4.44655, 1.32296)  0.68
H (1.70295, 3.56819, 3.92323)  0.47
H (0.66856, 1.12382, 3.84238)  0.56
C (-1.70353, 2.31779, -2.72462)  -0.65
C (-2.84137, 1.76885, -2.28526)  -1.23
C (-2.95568, 0.32036, -1.77058)  0.24
C (-2.62096, 0.07698, -0.31152)  -0.23
C (-0.32260, 0.22007, -0.67858)  0.49
C (0.15099, 1.47516, -1.32917)  0.49
C (-3.01228, -1.07971, 0.46445)  0.83
C (-4.17003, -1.81992, 0.20551)  -0.62
C (-4.30340, -3.05385, 0.76637)  -0.72
C (-3.31844, -3.53272, 1.64805)  1.21
C (-3.40605, -4.81779, 2.23056)  -0.91
C (-2.47211, -5.23082, 3.13009)  -0.63
C (-1.44050, -4.35154, 3.53255)  -0.69
C (-1.31977, -3.10825, 2.98413)  -0.96
C (-2.21957, -2.69094, 1.97530)  0.44
N (-2.04287, -1.49124, 1.31247)  -0.17
H (-1.66709, 3.33634, -3.09098)  0.66
H (-3.76444, 2.33493, -2.32959)  0.46
H (-3.96070, -0.03367, -1.99097)  1.09
H (1.88420, 2.44347, -0.99704)  0.47
H (-4.92365, -1.41106, -0.45280)  0.47
H (-5.17127, -3.66791, 0.55593)  0.47
H (-4.23385, -5.45974, 1.95583)  0.43
H (-2.53356, -6.22103, 3.56113)  0.41
H (-0.73641, -4.66062, 4.29419)  0.47
H (-0.55591, -2.43480, 3.33514)  0.67
O (2.09319, -2.66467, 3.74049)  -0.61
C (1.92295, -2.09876, 2.69760)  -0.03
O (0.90888, -1.25329, 2.51517)  -0.42
C (2.80340, -2.35296, 1.50684)  0.22
C (2.84051, -1.49348, 0.42045)  0.34
C (3.64415, -1.80341, -0.65754)  -0.56
C (4.42960, -2.93411, -0.69782)  -0.52
C (4.38183, -3.75954, 0.40575)  -0.18
C (3.59390, -3.49599, 1.50714)  -0.80
N (5.20656, -4.99188, 0.39298)  1.04
O (5.90991, -5.17401, -0.57464)  -0.60
O (5.07660, -5.75112, 1.32574)  -0.60
N (3.63631, -0.89486, -1.82301)  0.99
O (3.00308, 0.14010, -1.71838)  -0.58
O (4.21330, -1.25534, -2.81879)  -0.59
H (2.26584, -0.58194, 0.39425)  0.99
H (5.05312, -3.16702, -1.54812)  0.63
H (3.59229, -4.16458, 2.35633)  0.64

Energy above the lowest of the compared OMol25 structures with the same formula, charge and spin in kcal per mole: 129.3
HOMO-LUMO gap in eV: 6.15
Net charge: +1
E_LUMO in hartree: -0.188